{"formula": "C24H78O30P6", "method": "wB97M-V/def2-TZVPD", "smiles": "COP(=O)(OC)OC.COP(=O)(OC)OC.COP(=O)(OC)OC.COP(=O)(OC)OC.COP(=O)(OC)OC.COP(=O)(OC)OC.CO.CO.CO.CO.CO.CO", "spin_multiplicity": 1, "mol_weight_g_mol": 1032.7, "total_energy_ev": -143320.964, "homo_energy_ev": -9.43, "lumo_energy_ha": 0.0140, "de_lowest_kj_mol": 0.0, "symbols": ["H", "H", "H", "O", "O", "H", "C", "H", "H", "O", "H", "H", "H", "O", "H", "H", "H", "O", "C", "H", "C", "H", "H", "O", "O", "H", "C", "H", "H", "C", "H", "H", "O", "P", "O", "H", "H", "C", "H", "O", "H", "H", "H", "H", "O", "O", "O", "H", "H", "H", "H", "H", "H", "H", "O", "O", "O", "P", "H", "H", "H", "C", "H", "H", "C", "H", "C", "C", "O", "H", "H", "H", "O", "H", "H", "H", "C", "H", "C", "H", "H", "C", "O", "H", "H", "H", "H", "H", "C", "C", "O", "H", "C", "H", "H", "H", "H", "O", "H", "O", "H", "H", "H", "O", "H", "H", "C", "O", "H", "H", "P", "H", "H", "C", "H", "O", "C", "O", "P", "C", "O", "H", "C", "O", "H", "H", "H", "C", "O", "H", "H", "P", "P", "H", "H", "C", "O", "C"], "coordinates": [[-29.74526, -9.98365, 28.99292], [-22.09657, -7.11968, 32.31772], [-36.45455, -16.07083, 35.89896], [-27.91757, -12.49900, 32.90321], [-33.54216, -16.06626, 32.53961], [-28.22752, -10.69466, 33.91290], [-31.30524, -14.21501, 31.32068], [-33.51097, -9.93706, 30.42550], [-32.06787, -18.24190, 34.48664], [-29.55469, -8.33238, 23.96572], [-28.65820, -15.21682, 28.40180], [-30.16774, -12.40428, 23.74966], [-32.77109, -14.44764, 34.45054], [-36.18525, -10.84083, 35.39664], [-26.80792, -17.65121, 29.39606], [-32.59405, -15.41238, 28.26682], [-32.40542, -19.47060, 33.32885], [-30.54678, -10.21457, 25.36262], [-32.37261, -11.63122, 28.21179], [-35.77724, -17.75174, 35.59472], [-32.40778, -10.96274, 35.83142], [-34.17901, -11.97139, 31.74554], [-28.61380, -11.20510, 28.51649], [-27.82197, -13.98904, 29.90526], [-35.62389, -16.31184, 34.06480], [-32.02687, -10.59638, 28.24533], [-32.08500, -15.67041, 25.03264], [-37.26228, -17.25072, 34.84846], [-31.28214, -7.83865, 22.17929], [-34.91500, -12.13570, 32.52343], [-25.11023, -11.13410, 31.30590], [-29.17165, -12.53182, 22.32884], [-31.87708, -10.44270, 30.84048], [-34.10756, -16.60945, 33.76664], [-28.56284, -17.19609, 33.75532], [-27.78623, -13.84211, 27.79575], [-33.01486, -19.70165, 34.94769], [-28.91369, -15.97674, 34.37331], [-25.99896, -9.00114, 27.88353], [-31.31546, -12.82708, 31.64085], [-29.16171, -16.24224, 35.40712], [-33.21079, -8.06689, 31.35654], [-26.93212, -8.48972, 29.30048], [-30.76079, -14.38763, 30.38890], [-26.21124, -7.62137, 31.41264], [-31.37540, -9.80869, 22.98726], [-24.24463, -9.29321, 31.20525], [-26.46892, -16.85036, 27.82351], [-25.19197, -17.55521, 28.80562], [-31.18754, -9.18844, 20.97689], [-22.06303, -8.14553, 30.84733], [-31.93735, -11.45318, 36.68468], [-32.10738, -11.94001, 27.20298], [-35.87750, -10.91036, 24.28949], [-31.69686, -12.40413, 29.22208], [-24.92149, -7.87251, 29.18824], [-35.18842, -11.51498, 24.58125], [-27.22131, -15.31440, 30.53337], [-31.86544, -10.03094, 35.66587], [-31.95836, -16.50172, 24.33012], [-26.12455, -9.91104, 32.03079], [-25.61288, -15.70936, 32.52232], [-26.50081, -7.29350, 28.01964], [-33.44588, -11.58469, 28.38012], [-28.42276, -14.17150, 28.61668], [-31.56265, -15.26571, 35.42632], [-25.09048, -10.22525, 31.90767], [-30.22544, -7.24357, 24.56295], [-26.44586, -14.78448, 31.82021], [-28.42096, -12.57786, 23.95321], [-28.54371, -17.03993, 32.79902], [-28.27763, -10.10922, 29.89983], [-34.41060, -11.28538, 33.60510], [-32.63538, -8.68149, 21.90351], [-29.73883, -15.45077, 33.88607], [-35.88751, -11.68788, 32.31709], [-32.62924, -15.05406, 35.35056], [-36.47634, -11.97292, 37.11342], [-28.63850, -11.30788, 33.10511], [-31.30749, -7.36791, 24.60992], [-24.97980, -16.39980, 31.96390], [-22.38224, -7.19477, 31.26899], [-29.00420, -10.71087, 23.30780], [-34.93463, -8.32482, 31.85138], [-26.28297, -16.33576, 33.11827], [-28.53041, -10.61917, 32.26294], [-36.61470, -12.12752, 25.91102], [-30.73922, -14.79102, 32.05304], [-31.55506, -8.87520, 21.94916], [-36.29403, -16.88214, 35.19168], [-26.00714, -15.77467, 29.58024], [-24.69830, -10.44639, 32.89799], [-34.23359, -8.25040, 31.01842], [-32.30259, -14.65012, 31.26265], [-36.76875, -10.22568, 37.28311], [-37.93636, -11.25727, 36.47812], [-29.36305, -13.62520, 28.59917], [-35.00774, -13.06960, 35.37245], [-28.30097, -12.98372, 32.16525], [-33.38146, -16.23294, 35.12537], [-33.55222, -14.20637, 27.33161], [-21.74624, -6.45490, 30.77601], [-32.93476, -14.39807, 36.16113], [-33.80285, -10.74764, 35.92548], [-24.98966, -15.14882, 33.21377], [-32.81169, -13.86386, 25.12316], [-29.03238, -10.71037, 29.39343], [-34.63368, -15.79356, 27.49282], [-29.66174, -11.57480, 33.37954], [-33.87857, -14.54316, 29.01586], [-34.84372, -11.62660, 35.10042], [-29.86949, -7.11783, 25.58786], [-30.02301, -6.27711, 24.10239], [-26.19199, -8.17793, 28.57018], [-33.01313, -15.96045, 25.52796], [-29.55814, -11.65253, 30.31479], [-36.87082, -11.08426, 36.62061], [-32.16011, -14.31791, 24.58656], [-24.91337, -7.87299, 30.80038], [-33.58879, -15.00919, 28.06827], [-28.27654, -16.30984, 30.80787], [-35.34620, -11.07755, 26.67052], [-26.12780, -16.99852, 28.84590], [-23.73431, -6.82882, 31.07205], [-32.20099, -11.57034, 34.94323], [-28.06800, -15.27841, 34.46294], [-31.17264, -15.71100, 25.63482], [-35.56185, -11.84513, 25.91386], [-33.97763, -18.21906, 33.76231], [-34.48495, -7.35541, 30.44110], [-35.05195, -13.14256, 32.91499], [-31.17406, -11.69852, 30.53885], [-30.12974, -9.80988, 24.01950], [-34.91640, -12.63567, 26.30788], [-34.78015, -16.55089, 28.07263], [-32.84670, -18.94618, 34.18173], [-34.27185, -9.38047, 30.16427], [-29.19508, -12.11564, 23.33763]]}